{"formula": "C15H16ClFO3S", "method": "wB97M-V/def2-TZVPD", "species": ["O", "O", "F", "Cl", "O", "C", "C", "C", "C", "C", "C", "C", "S", "C", "C", "C", "C", "C", "C", "C", "C", "H", "H", "H", "H", "H", "H", "H", "H", "H", "H", "H", "H", "H", "H", "H", "H"], "positions_angstrom": [[-2.252200, 1.135465, 0.792717], [0.499339, 0.469626, -4.232716], [-0.094309, -1.683181, 5.272452], [1.900343, 0.437865, 4.679380], [-2.411951, -0.456266, -0.935033], [-1.781515, 0.359765, -0.095663], [-0.816488, -2.018033, 3.079844], [-0.566197, -1.769973, 1.732468], [1.181269, -0.293790, 2.200185], [-0.020605, -1.422153, 3.957123], [0.977050, -0.472715, 3.556489], [0.512491, -1.004525, 1.246486], [0.399055, -0.132711, -2.867759], [-3.724078, -0.741235, -0.570510], [2.047078, 1.729123, -1.734799], [0.633058, 2.326879, -1.932545], [1.983009, 0.229793, -2.127568], [-0.336959, 1.179429, -1.949522], [1.959628, -0.546354, -0.713781], [-0.333049, 0.742823, -0.411136], [0.512367, -0.636870, -0.132932], [-1.722306, -2.578498, 3.439529], [-1.251500, -2.260497, 1.030495], [1.984485, 0.452801, 1.978913], [-4.350026, 0.116814, -0.470460], [-3.618250, -1.046951, 0.577215], [-4.105692, -1.568634, -1.316028], [2.644123, 2.155477, -2.528374], [2.549110, 1.815976, -0.759924], [0.552877, 2.811634, -2.933412], [0.299774, 3.030679, -1.240987], [2.882298, -0.175749, -2.788230], [-1.303472, 1.439815, -2.381796], [2.290945, -1.532639, -1.051758], [2.749881, -0.192075, 0.002559], [0.142096, 1.491155, 0.293991], [-0.011677, -1.392271, -0.664915]], "forces_ev_per_angstrom": [[-0.47, -3.61, -2.39], [-0.19, -0.49, -0.36], [-0.39, 0.04, -0.03], [-0.06, -0.13, 0.25], [1.53, 0.69, 0.15], [0.69, 5.70, 2.82], [-2.16, -1.00, -1.24], [-0.15, -0.90, -0.71], [2.28, 1.44, 1.29], [3.03, 2.29, 2.02], [-1.20, -1.36, -0.36], [-2.84, -0.43, 2.35], [0.47, 0.48, -2.10], [-0.94, -3.00, 2.15], [-0.03, -0.09, -1.75], [0.60, -0.34, -2.83], [1.84, -0.91, 2.61], [0.60, 0.04, 3.04], [0.40, -0.57, -1.71], [0.12, -3.10, -0.45], [1.48, 2.02, -2.68], [1.25, 0.38, -0.52], [0.36, 0.27, 0.02], [-0.85, -0.70, -0.19], [-0.43, 0.75, -0.68], [-0.81, -0.20, -2.40], [0.63, 1.75, 1.85], [0.55, 0.64, 0.29], [-0.44, 0.32, -0.39], [0.44, -0.20, 0.64], [-0.25, 1.22, 1.38], [-2.14, 0.99, 1.24], [-0.03, -0.26, 0.26], [-0.20, -0.40, 0.77], [-0.93, 0.00, -0.75], [-1.36, -0.60, -0.91], [-0.37, -0.72, -0.66]], "total_charge": 0, "max_force_ha_per_bohr": 0.1244, "total_energy_ha": -1765.04595}